# 1
Computed, not measured: a molecular structure, C14H17Cl2F9IrO3 in a non-equilibrium geometry, with wB97M-V/def2-TZVPD.

Each line ends with the Löwdin charge.
CARTESIAN COORDINATES (ANGSTROEM)
C  2.461418  0.598563  -0.634634  -0.30
C  2.438216  1.196931  0.645355  -0.32
C  1.201492  1.794704  0.866518  -0.26
C  3.584634  1.221724  1.594715  -0.07
C  0.349793  1.607975  -0.324137  -0.46
C  1.213362  0.895555  -1.334885  -0.47
C  1.185553  1.173769  -2.788988  -0.10
C  3.567330  -0.224796  -1.152598  -0.07
C  0.851081  2.585745  2.066233  -0.06
C  -0.587605  2.679615  -0.738776  -0.10
Ir  -0.264762  -0.359395  -0.496186  1.12
Cl  1.033894  -1.524391  1.034355  0.03
Cl  0.189188  -2.029447  -2.047588  0.26
O  -1.651441  0.216300  -1.746491  -0.47
H  4.143982  0.281648  1.541539  0.06
H  3.221924  1.356832  2.623214  0.06
H  4.284850  2.040968  1.383072  0.07
H  0.846676  1.962683  2.980009  0.08
H  -0.113213  3.092640  1.936545  0.06
H  1.600243  3.378886  2.223432  0.07
H  -1.261248  2.957792  0.082087  0.07
H  -1.183872  2.333940  -1.587295  0.05
H  0.030382  3.537807  -1.039400  0.08
H  0.193956  1.523270  -3.069892  0.06
H  1.419534  0.283489  -3.391156  0.03
H  1.914009  1.974202  -2.990676  0.07
H  3.777752  -1.076678  -0.468315  0.07
H  4.484652  0.388263  -1.244183  0.07
H  3.303518  -0.619094  -2.145673  0.07
H  -2.523931  -0.215174  -1.594856  -0.03
O  0.410820  -1.261153  -4.035765  -0.49
H  -0.387377  -1.801838  -4.266289  -0.06
F  -4.478988  -0.476710  1.075883  0.14
C  -3.926853  -1.589485  0.527689  -0.48
F  -4.778601  -2.634096  0.685842  0.12
F  -3.815689  -1.353354  -0.820743  0.10
C  -2.520884  -1.887230  1.174321  -0.30
O  -1.740309  -0.810611  0.784873  -0.36
C  -2.648635  -1.733207  2.726445  -0.51
F  -3.576115  -2.601042  3.214899  0.12
F  -1.462966  -1.960371  3.335597  0.14
F  -3.022147  -0.464045  3.023229  0.13
C  -2.052136  -3.294829  0.710051  -0.54
F  -2.784322  -4.275204  1.274692  0.13
F  -2.163309  -3.377690  -0.639811  0.11
F  -0.763856  -3.513460  1.047743  0.05

Cartesian forces (eV/Å) of the 3 atoms listed first:
-0.6301 1.0021 0.2165
-0.3662 0.5318 -0.3497
0.7967 -0.1460 -0.8704

Computed properties:
- Total charge: -2
- Gap between HOMO and LUMO (alpha / beta): 2.931 / 5.954 eV
- Relative energy (zero: lowest compared OMol25 entry of this formula, charge and spin): 0.5379 eV
- LUMO energy (alpha / beta): 5.15 / 5.08 eV
- Spin multiplicity: 6

# 2
Computed, not measured: C14H17Cl2N3O2S in the gas phase, with wB97M-V/def2-TZVPD.

Each line ends with the Löwdin charge.
CARTESIAN COORDINATES (ANGSTROEM)
O  1.338205  -0.545075  -0.533815  0.07
C  2.129299  0.344688  -0.266296  -0.40
N  1.773003  1.652905  -0.148208  0.07
C  0.494159  2.197860  -0.234585  -0.84
N  -0.512089  1.370349  -0.492297  0.02
C  -1.877591  1.815628  -0.622157  -0.19
H  -1.881725  2.733950  -1.219112  0.10
H  -2.280925  2.070913  0.364934  0.12
C  -2.748960  0.743622  -1.297431  -0.17
N  -3.255858  -0.321537  -0.464422  -0.18
C  -4.235731  0.082352  0.526267  -0.17
C  -4.895283  -1.178330  1.090436  -0.20
H  -5.603383  -0.924964  1.881166  0.12
O  -3.943214  -2.037230  1.671474  -0.13
C  -2.966996  -2.404649  0.725445  -0.19
H  -2.259650  -3.050501  1.247909  0.13
C  -2.256754  -1.175318  0.152606  -0.17
H  -1.535955  -1.497422  -0.601510  0.12
H  -1.723964  -0.667755  0.974590  0.13
H  -3.437672  -2.962885  -0.097717  0.13
H  -5.422039  -1.700578  0.277659  0.13
H  -4.991157  0.708840  0.048287  0.13
H  -3.781952  0.643164  1.361453  0.12
H  -2.173722  0.284908  -2.107682  0.13
H  -3.617088  1.238950  -1.739903  0.12
H  -0.287142  0.384309  -0.605506  0.09
S  0.340693  3.824263  -0.013267  0.66
H  2.485010  2.341093  0.069993  0.06
C  3.585265  0.055328  -0.115489  -0.14
C  4.089196  -0.964455  -0.924726  0.00
C  5.416655  -1.334825  -0.888586  -0.08
C  6.270851  -0.685853  -0.007431  -0.67
C  5.795198  0.308922  0.832647  -0.13
C  4.459712  0.677751  0.777764  -0.57
Cl  3.931131  1.883272  1.904000  0.76
H  6.458635  0.793623  1.530920  0.11
Cl  7.931932  -1.123331  0.061250  0.71
H  5.788456  -2.118541  -1.528343  0.11
H  3.401433  -1.463451  -1.590331  0.13

Cartesian forces (eV/Å) of the 3 atoms listed first:
0.0540 -0.1558 -0.0199
-0.0727 0.0673 -0.0102
0.1026 -0.1061 -0.0970

Computed properties:
- Gap between HOMO and LUMO: 8.244 eV
- Relative energy (zero: lowest compared OMol25 entry of this formula, charge and spin): 0.0000 eV
- LUMO energy: -0.23 eV
- Structure (SMILES): O=C(NC(=S)NCCN1CCOCC1)c1ccc(Cl)cc1Cl

# 3
Computed, not measured: C14H17ClF2N2O in the gas phase, with wB97M-V/def2-TZVPD.

Each line ends with the Löwdin charge.
CARTESIAN COORDINATES (ANGSTROEM)
O  -3.304145  -1.554690  0.587523  -0.05
C  -3.859226  -0.366826  1.037508  -0.36
C  -2.849128  0.788477  1.056490  -0.12
H  -3.306470  1.669417  1.507430  0.12
H  -2.025704  0.463670  1.692286  0.11
C  -2.322831  1.157591  -0.338520  -0.21
N  -1.816575  -0.010127  -1.058395  -0.11
H  -2.169396  -0.008075  -2.007980  0.10
C  -0.368887  -0.160287  -1.085569  -0.20
C  0.195188  -0.571391  0.280929  -0.13
C  1.638656  -0.931163  0.158962  -0.19
C  2.174418  -2.182557  0.079162  -0.05
N  3.534326  -2.107472  -0.062347  0.08
C  3.906462  -0.795084  -0.078950  -0.21
C  5.161534  -0.212358  -0.200502  -0.02
C  5.230551  1.163717  -0.183236  -0.10
C  4.080914  1.946796  -0.045342  -0.10
C  2.834920  1.375196  0.075592  -0.03
C  2.731832  -0.015756  0.057015  -0.13
H  1.953979  1.990557  0.186188  0.11
H  4.180630  3.022382  -0.033580  0.10
H  6.190085  1.650507  -0.275977  0.10
H  6.049861  -0.818345  -0.304011  0.11
H  4.157704  -2.893266  -0.130961  0.15
H  1.679020  -3.133848  0.120651  0.12
H  -0.370284  -1.426016  0.655106  0.12
H  0.091965  0.256374  0.984588  0.11
H  -0.138567  -0.948793  -1.806700  0.13
H  0.135592  0.760464  -1.419346  0.12
H  -3.137097  1.609009  -0.909208  0.10
H  -1.540547  1.920552  -0.224605  0.12
H  -4.222717  -0.548421  2.060002  0.16
C  -5.134683  -0.009095  0.229167  -0.84
F  -5.461308  1.294763  0.362196  0.05
F  -6.199532  -0.686919  0.697272  0.05
Cl  -5.000012  -0.373686  -1.506429  0.78
H  -2.700518  -1.315309  -0.156417  0.05

Cartesian forces (eV/Å) of the 3 atoms listed first:
0.1237 -0.4811 -0.0361
-0.1027 0.3722 0.1166
-0.1087 -0.0741 -0.2820

Computed properties:
- Gap between HOMO and LUMO: 8.678 eV
- Relative energy (zero: lowest compared OMol25 entry of this formula, charge and spin): 0.1774 eV
- LUMO energy: 0.67 eV
- Structure (SMILES): O[C@@H](CCNCCc1c[nH]c2ccccc12)C(F)(F)Cl

# 4
Computed, not measured: C14H17ClO in the gas phase in a non-equilibrium geometry, with wB97M-V/def2-TZVPD.

Each line ends with the Löwdin charge.
CARTESIAN COORDINATES (ANGSTROEM)
Cl  2.405824  5.519528  -0.342320  0.70
O  -1.608496  -2.159788  -0.571542  -0.11
C  0.741106  -0.087414  -1.209552  0.01
C  0.397820  -0.846488  -0.099379  -0.15
C  2.894579  2.904571  -0.761418  -0.10
C  0.716699  3.579163  -1.199356  -0.13
C  2.576732  1.557715  -0.962864  -0.02
C  0.252474  2.297799  -1.314461  -0.01
C  1.962538  3.936492  -0.811577  -0.72
C  1.228520  1.311359  -1.118867  -0.25
C  -3.835527  -1.042499  -0.495780  -0.10
C  -2.558632  -1.302216  0.244316  -0.22
C  0.673744  -0.479673  1.347385  -0.14
C  -0.285684  -2.200368  -0.036924  -0.31
C  0.972907  -1.826457  1.965024  -0.21
C  -0.082834  -2.787935  1.410785  -0.11
H  0.519702  -0.547106  -2.177412  0.12
H  3.904946  3.157926  -0.466433  0.10
H  0.197399  4.530537  -1.355459  0.11
H  3.288871  0.767412  -0.768838  0.12
H  -0.729704  2.016223  -1.653789  0.12
H  -4.359943  -0.158218  -0.119689  0.08
H  -4.417677  -1.947726  -0.453108  0.07
H  -3.684415  -0.889520  -1.595928  0.09
H  -2.040527  -0.326454  0.356931  0.11
H  -2.857295  -1.721962  1.225627  0.11
H  -0.171099  -0.051786  1.777356  0.10
H  1.462044  0.139305  1.546552  0.09
H  0.269782  -2.826187  -0.704368  0.14
H  0.938815  -1.805871  3.093517  0.13
H  1.917454  -2.176125  1.721530  0.09
H  0.367114  -3.839965  1.427362  0.13
H  -1.057240  -2.694270  2.102679  0.15

Cartesian forces (eV/Å) of the 3 atoms listed first:
-0.0024 0.4696 -0.1423
-1.6865 0.6803 1.6838
-1.2867 -2.6753 2.3135

Computed properties:
- Gap between HOMO and LUMO: 9.781 eV
- Relative energy (zero: lowest compared OMol25 entry of this formula, charge and spin): 1.3550 eV
- LUMO energy: 0.83 eV
- Structure (SMILES): CCO[C@@H]1CCC/C1=C\c1ccc(Cl)cc1

Calculated values (eV) of calculated total energy for the records, taken in order: -73273.59826 -59240.00224 -37779.65794 -29361.47145.